The following is a DFT calculation (ωB97M-V with the def2-TZVPD basis set) of C26H19Cl2F12IrNO6PS2 as an isolated structure at a distorted geometry.

Last column: natural (NBO) charge in e.
Atoms and positions in Å:
Ir -0.172 -0.572 -1.046  0.85
O 2.544 -1.618 -1.842  -0.28
C 2.884 -1.100 -0.905  0.97
C 3.308 -0.450 0.270  -0.25
C 4.692 -0.408 0.502  -0.11
C 5.125 0.219 1.654  -0.20
C 4.187 0.751 2.532  -0.10
C 2.818 0.686 2.285  -0.19
C 2.324 0.104 1.129  -0.24
P 0.487 0.039 0.896  1.23
C -0.044 1.754 1.145  -0.42
C 0.820 2.845 1.067  -0.21
C 0.325 4.133 1.199  -0.14
C -1.029 4.341 1.416  -0.19
C -1.897 3.260 1.469  -0.19
C -1.416 1.970 1.317  -0.20
C 0.100 -0.900 2.404  -0.42
C -0.749 -0.416 3.398  -0.12
C -0.994 -1.172 4.535  -0.21
C -0.388 -2.407 4.700  -0.17
C 0.482 -2.885 3.728  -0.19
C 0.726 -2.134 2.593  -0.20
H 5.388 -0.844 -0.200  0.25
H 6.182 0.285 1.867  0.25
H 4.526 1.232 3.440  0.25
H 2.129 1.102 3.008  0.25
H 1.873 2.709 0.861  0.22
H 1.000 4.975 1.119  0.23
H -1.410 5.348 1.520  0.23
H -2.958 3.421 1.610  0.23
H -2.101 1.134 1.302  0.24
H -1.222 0.549 3.302  0.22
H -1.661 -0.787 5.295  0.23
H -0.582 -2.992 5.588  0.23
H 0.972 -3.840 3.857  0.23
H 1.424 -2.521 1.859  0.21
F 2.265 -0.152 -4.260  -0.31
C 3.004 0.870 -3.833  0.72
F 4.060 0.364 -3.161  -0.33
F 3.438 1.565 -4.859  -0.28
S 2.053 1.932 -2.660  2.28
O 1.658 0.993 -1.595  -1.04
O 2.976 2.932 -2.253  -0.88
N 0.883 2.504 -3.490  -1.20
S -0.485 1.755 -3.753  2.26
O -0.889 1.848 -5.106  -0.86
O -0.498 0.440 -3.123  -1.02
C -1.698 2.801 -2.796  0.74
F -1.259 4.043 -2.686  -0.29
F -2.856 2.794 -3.432  -0.29
F -1.865 2.292 -1.571  -0.32
C -4.257 -0.464 -0.077  -0.63
C -3.160 -1.354 -0.670  0.09
O -1.954 -0.894 -0.148  -0.78
C -3.453 -2.811 -0.215  0.96
F -4.757 -3.096 -0.299  -0.31
F -3.085 -2.972 1.058  -0.31
F -2.816 -3.741 -0.951  -0.33
C -3.221 -1.286 -2.207  0.96
F -2.087 -1.812 -2.748  -0.34
F -3.309 -0.027 -2.633  -0.31
F -4.250 -1.958 -2.711  -0.30
H -4.305 -0.633 0.998  0.23
H -5.235 -0.671 -0.508  0.24
H -3.992 0.573 -0.268  0.23
Cl 0.168 -3.323 -0.424  0.00
C 0.161 -4.389 -1.861  -0.38
Cl 1.787 -4.725 -2.441  0.00
H -0.409 -3.890 -2.636  0.24
H -0.306 -5.318 -1.554  0.25

- Kohn-Sham gap (spin up / spin down) (Ha) = 0.252 / 0.247
- energy (eV) = -132489.6059
- ΔE to the lowest compared entry with this formula, charge and spin (kcal/mol) = 32.09
- charge = +1
- spin multiplicity = 2
- HOMO energy (spin up / spin down) (Eh) = -0.4389 / -0.4336
- ⟨S²⟩ = 0.753

***

The following is a DFT calculation (ωB97M-V with the def2-TZVPD basis set) of C26H19CsN8O4 as an isolated structure at a distorted geometry.

Last column: Mulliken charge in e.
Atoms and positions in Å:
Cs 0.250 -0.070 -0.657  1.48
O 0.267 -0.228 -5.297  -0.80
C 0.538 -0.310 -4.086  0.09
O -0.133 -0.794 -3.145  -0.72
C 1.915 0.301 -3.681  0.26
C 2.815 0.690 -4.670  -0.45
C 4.017 1.262 -4.292  -0.24
C 4.282 1.473 -2.949  -0.42
C 3.337 1.066 -2.016  0.21
N 2.196 0.469 -2.383  0.02
C 3.574 1.344 -0.509  0.13
O 4.474 2.155 -0.238  -0.82
O 2.796 0.748 0.283  -0.82
H 2.529 0.535 -5.701  0.46
H 4.739 1.563 -5.046  0.37
H 5.180 1.957 -2.591  0.44
N 1.834 2.865 1.819  -0.18
C 0.850 3.636 1.355  0.31
N 0.814 4.926 1.737  -0.73
C -0.186 5.623 1.231  0.41
N -0.284 6.946 1.593  -0.44
N -1.116 5.182 0.372  -0.60
C -0.979 3.886 0.073  -0.06
N -0.067 3.058 0.534  -0.20
C -2.024 3.327 -0.894  0.61
C -3.072 4.130 -1.323  -0.49
C -3.999 3.573 -2.193  -0.41
C -3.845 2.257 -2.591  -0.67
C -2.761 1.533 -2.110  -0.41
N -1.871 2.067 -1.277  0.19
H 2.613 3.369 2.209  0.27
H 2.083 1.980 1.344  0.15
H 0.208 7.199 2.432  0.26
H -1.200 7.337 1.458  0.26
H -3.141 5.152 -0.983  0.44
H -4.831 4.167 -2.553  0.38
H -4.542 1.782 -3.269  0.36
H -2.595 0.498 -2.400  0.40
C 0.745 -1.122 5.055  -0.74
C -0.153 -2.093 5.472  -0.47
C -1.042 -2.622 4.562  -0.56
C -1.054 -2.187 3.220  0.31
N -0.173 -1.250 2.834  -0.01
C 0.680 -0.752 3.723  -0.12
C -2.038 -2.746 2.201  0.68
C -2.953 -3.704 2.678  -0.66
C -3.895 -4.271 1.836  -0.66
C -3.907 -3.867 0.503  -0.60
C -2.988 -2.924 0.071  -0.40
C -1.994 -2.286 0.861  -0.15
H 1.467 -0.670 5.723  0.38
H -0.163 -2.442 6.500  0.38
H -1.734 -3.378 4.893  0.21
H 1.366 0.000 3.340  0.32
H -2.960 -4.034 3.708  0.08
H -4.597 -5.008 2.213  0.34
H -4.633 -4.297 -0.184  0.32
H -3.050 -2.667 -0.990  0.32

- Kohn-Sham gap (Ha) = 0.185
- energy (eV) = -47932.4267
- ΔE to the lowest compared entry with this formula, charge and spin (kcal/mol) = 17.72
- charge = -2
- HOMO energy (Eh) = -0.0350

***

The following is a DFT calculation (ωB97M-V with the def2-TZVPD basis set) of C26H19CsN8O4 as an isolated structure at a distorted geometry.

Last column: natural (NBO) charge in e.
Atoms and positions in Å:
Cs 0.646 0.858 0.167  0.92
O 2.478 1.806 -4.434  -0.74
C 2.127 1.805 -3.243  0.75
O 2.324 0.908 -2.377  -0.80
C 1.296 3.030 -2.792  0.10
C 1.071 4.066 -3.692  -0.25
C 0.231 5.103 -3.317  -0.21
C -0.378 5.062 -2.074  -0.24
C -0.070 4.014 -1.211  0.10
N 0.772 3.040 -1.564  -0.44
C -0.767 3.949 0.173  0.73
O -1.881 4.511 0.217  -0.76
O -0.160 3.336 1.080  -0.78
H 1.542 4.008 -4.663  0.23
H 0.034 5.923 -4.000  0.19
H -1.093 5.803 -1.743  0.23
N 1.256 -1.511 -3.153  -0.76
C -0.016 -1.859 -2.982  0.60
N -0.495 -2.905 -3.692  -0.60
C -1.776 -3.158 -3.484  0.59
N -2.319 -4.221 -4.168  -0.81
N -2.613 -2.475 -2.698  -0.61
C -2.015 -1.491 -2.018  0.45
N -0.747 -1.156 -2.089  -0.53
C -2.890 -0.674 -1.120  0.15
C -4.274 -0.732 -1.222  -0.23
C -5.026 0.103 -0.408  -0.19
C -4.381 0.946 0.479  -0.25
C -2.994 0.911 0.531  0.06
N -2.274 0.119 -0.254  -0.40
H 1.755 -1.980 -3.886  0.39
H 1.636 -0.611 -2.800  0.46
H -1.805 -4.513 -4.981  0.38
H -3.321 -4.197 -4.245  0.38
H -4.731 -1.406 -1.932  0.23
H -6.107 0.098 -0.474  0.20
H -4.928 1.626 1.119  0.21
H -2.442 1.554 1.212  0.23
C 5.064 0.451 3.424  -0.31
C 4.801 -0.321 4.547  -0.19
C 3.623 -1.036 4.614  -0.26
C 2.686 -0.989 3.562  0.21
N 2.962 -0.232 2.486  -0.41
C 4.100 0.450 2.430  0.04
C 1.404 -1.768 3.593  -0.10
C 1.134 -2.544 4.736  -0.26
C -0.016 -3.311 4.829  -0.28
C -0.907 -3.302 3.758  -0.25
C -0.621 -2.524 2.643  -0.29
C 0.525 -1.712 2.482  -0.33
H 5.970 1.033 3.313  0.20
H 5.509 -0.369 5.367  0.19
H 3.436 -1.635 5.492  0.20
H 4.250 1.037 1.527  0.19
H 1.806 -2.574 5.588  0.17
H -0.211 -3.900 5.719  0.18
H -1.820 -3.895 3.796  0.17
H -1.356 -2.548 1.834  0.17

- Kohn-Sham gap (Ha) = 0.188
- energy (eV) = -47932.8137
- ΔE to the lowest compared entry with this formula, charge and spin (kcal/mol) = 8.80
- charge = -2
- HOMO energy (Eh) = -0.0347

***

The following is a DFT calculation (ωB97M-V with the def2-TZVPD basis set) of C26H19N9OV as an isolated structure.

Last column: natural (NBO) charge in e.
Atoms and positions in Å:
V 0.467 0.091 0.116  1.45
C 0.553 -2.636 3.450  -0.24
C -0.690 -2.551 4.079  -0.10
C -1.630 -1.691 3.562  -0.20
C -1.331 -0.926 2.427  0.37
N -0.151 -1.047 1.791  -0.52
C 0.773 -1.882 2.326  0.06
N -2.304 -0.041 2.038  -0.46
C -2.165 0.873 1.160  0.46
N -1.057 1.159 0.318  -0.60
C -1.483 2.171 -0.584  0.47
N -0.893 2.637 -1.610  -0.46
C 0.308 2.207 -2.115  0.37
C 0.846 2.993 -3.142  -0.20
C 2.031 2.632 -3.737  -0.10
C 2.661 1.463 -3.309  -0.24
C 2.082 0.737 -2.300  0.06
N 0.928 1.089 -1.685  -0.51
C -2.815 2.622 -0.185  -0.11
C -3.612 3.631 -0.701  -0.14
C -4.857 3.804 -0.113  -0.16
C -5.283 2.993 0.944  -0.16
C -4.478 1.983 1.452  -0.16
C -3.236 1.822 0.862  -0.03
H 1.337 -3.277 3.826  0.25
H -0.905 -3.137 4.962  0.25
H -2.602 -1.556 4.011  0.26
H 1.727 -1.929 1.825  0.20
H 0.296 3.874 -3.436  0.26
H 2.459 3.235 -4.525  0.25
H 3.581 1.119 -3.757  0.25
H 2.544 -0.175 -1.967  0.21
H -3.274 4.251 -1.519  0.25
H -5.515 4.582 -0.476  0.24
H -6.261 3.163 1.374  0.24
H -4.799 1.354 2.269  0.25
O -0.992 -1.078 -1.082  -0.69
C -0.849 -2.497 -1.162  -0.10
C 0.619 -2.777 -1.014  0.23
C 1.153 -4.030 -1.283  -0.22
C 2.509 -4.234 -1.112  -0.09
C 3.296 -3.171 -0.676  -0.23
C 2.690 -1.961 -0.432  0.04
N 1.366 -1.751 -0.603  -0.52
H -1.763 -0.763 -1.567  0.54
H -1.223 -2.872 -2.115  0.23
H -1.408 -2.974 -0.351  0.22
H 0.504 -4.825 -1.626  0.26
H 2.950 -5.200 -1.316  0.26
H 4.361 -3.278 -0.527  0.26
H 3.273 -1.119 -0.082  0.22
N 1.786 0.922 1.008  -0.66
C 2.898 1.274 1.347  0.77
N 3.943 1.725 1.724  -0.45
C 5.247 1.555 1.648  0.38
N 6.388 1.416 1.590  -0.22

- Kohn-Sham gap (spin up / spin down) (Ha) = 0.208 / 0.236
- energy (eV) = -68403.3964
- ΔE to the lowest compared entry with this formula, charge and spin (kcal/mol) = 5.27
- charge = +2
- spin multiplicity = 2
- HOMO energy (spin up / spin down) (Eh) = -0.5220 / -0.5233
- ⟨S²⟩ = 0.784

***

Question: Look up the energy of the second one.
Answer: -47932.4267 eV

***

Question: ΔE to the lowest compared entry with this formula, charge and spin of number 2 (C26H19CsN8O4)?
Answer: 17.72 kcal/mol

***

Question: Which value of energy does entry 2 give?
Answer: -47932.4267 eV